A cluster of 3 separate species, C27H56BIN5O8 in total at a distorted geometry, computed with ωB97M-V/def2-TZVPD.

Positions of all 98 atoms, in Å:
C1 1.536 4.967 5.671
C2 1.502 3.844 4.431
O1 1.591 4.521 3.131
C3 1.046 3.678 2.030
C4 1.951 2.384 1.669
C5 3.361 1.907 2.351
C6 4.484 1.428 1.241
O2 4.501 -0.051 1.246
C7 1.225 1.571 0.465
N1 1.745 0.276 -0.122
C8 1.186 -0.828 0.493
C9 -0.176 -0.827 1.415
C10 1.918 -2.281 0.240
C11 -0.108 2.232 -0.083
C12 -0.862 1.399 -1.327
B1 -0.170 2.008 -2.719
O3 0.663 3.244 -2.606
O4 -0.360 1.292 -4.004
N2 -0.807 3.446 0.294
N3 -0.176 4.041 1.325
C13 -0.925 5.313 1.785
I1 0.239 7.172 1.394
C14 -1.504 5.214 3.321
C15 -2.205 3.740 3.475
H1 1.613 6.073 5.231
H2 0.487 4.950 6.242
H3 2.422 4.791 6.420
H4 0.553 3.127 4.528
H5 2.431 3.133 4.670
H6 3.219 0.999 3.103
H7 3.875 2.762 2.986
H8 4.057 1.785 0.185
H9 5.549 1.895 1.407
H10 4.275 -0.413 0.331
H11 -0.061 -0.180 2.397
H12 -0.466 -1.953 1.687
H13 -1.109 -0.420 0.794
H14 1.197 -3.179 0.529
H15 2.882 -2.394 0.898
H16 2.189 -2.427 -0.890
H17 -0.698 0.243 -1.263
H18 -2.032 1.579 -1.285
H19 1.609 2.938 -2.735
H20 0.548 1.288 -4.470
H21 -1.906 5.502 1.126
H22 -0.739 5.497 4.157
H23 -2.376 6.025 3.393
H24 -1.555 2.929 4.011
H25 -2.470 3.285 2.403
H26 -3.249 3.777 4.047
C16 0.688 1.413 -7.471
O5 1.341 0.413 -6.701
C17 0.563 -0.782 -6.562
C18 1.237 -1.945 -7.308
N4 1.157 -1.760 -8.761
C19 1.990 -2.700 -9.518
C20 3.517 -2.585 -9.340
O6 4.069 -1.373 -9.858
C21 4.043 -0.279 -8.949
H27 1.288 2.326 -7.425
H28 0.608 1.106 -8.517
H29 -0.305 1.631 -7.067
H30 -0.475 -0.642 -6.889
H31 0.543 -1.021 -5.493
H32 0.740 -2.883 -7.035
H33 2.278 -1.996 -6.976
H34 1.448 -0.812 -8.992
H35 1.761 -2.533 -10.577
H36 1.675 -3.724 -9.287
H37 3.970 -3.391 -9.928
H38 3.837 -2.753 -8.306
H39 4.139 -0.598 -7.909
H40 3.132 0.303 -9.092
H41 4.888 0.376 -9.187
C22 -4.088 -2.637 7.733
O7 -3.633 -3.895 7.253
C23 -4.689 -4.704 6.720
C24 -4.513 -4.878 5.203
N5 -4.776 -3.623 4.492
C25 -4.387 -3.658 3.078
C26 -2.884 -3.807 2.767
O8 -2.099 -2.679 3.157
C27 -1.658 -2.709 4.509
H42 -3.250 -2.138 8.229
H43 -4.424 -2.005 6.907
H44 -4.894 -2.765 8.461
H45 -5.682 -4.307 6.968
H46 -4.600 -5.687 7.196
H47 -5.207 -5.648 4.847
H48 -3.492 -5.225 5.024
H49 -4.265 -2.869 4.948
H50 -4.730 -2.714 2.639
H51 -4.942 -4.459 2.574
H52 -2.787 -3.872 1.677
H53 -2.460 -4.737 3.161
H54 -1.486 -3.726 4.871
H55 -2.372 -2.188 5.147
H56 -0.711 -2.161 4.566

## Properties
* LUMO energy: -4.276 eV
* DFT total energy: -2259.9605 a.u.
* frontier orbital gap: 5.8 eV
* charge: +1


A cluster of 8 separate species, C27H56F3NO19 in total at a distorted geometry, computed with ωB97M-V/def2-TZVPD.

Positions of all 106 atoms, in Å:
N1 -0.912 2.619 1.175
H1 -1.818 3.014 1.380
H2 -0.153 3.383 1.326
H3 -0.880 2.447 0.223
H4 -0.680 1.756 1.661
O1 0.287 0.266 -0.117
H5 0.134 -0.338 -0.857
C1 0.104 -2.026 2.890
C2 -1.099 -1.781 2.093
O2 -1.974 -1.200 3.112
C3 -1.315 -1.109 4.282
O3 -1.835 -0.738 5.389
O4 -0.066 -1.460 4.179
F1 -1.745 -2.893 1.772
H6 0.803 -1.528 2.361
H7 0.270 -3.106 2.888
H8 -1.119 -1.343 1.189
C4 3.555 0.738 -0.723
C5 3.202 1.154 0.666
O5 4.141 2.215 0.950
C6 5.229 2.093 0.086
O6 6.121 2.764 0.159
O7 4.948 1.139 -0.814
F2 3.452 0.125 1.563
H9 2.825 1.272 -1.436
H10 3.382 -0.254 -1.003
H11 2.306 1.389 0.755
C7 1.388 3.091 -2.121
C8 1.428 3.752 -3.592
O8 0.901 5.007 -3.310
C9 0.235 5.005 -2.121
O9 -0.313 6.020 -1.618
O10 0.440 3.895 -1.383
F3 0.491 3.046 -4.232
H12 2.295 3.113 -1.782
H13 1.078 1.962 -2.256
H14 2.330 3.937 -4.176
C10 3.808 0.395 -4.469
O11 2.800 -0.546 -3.976
C11 1.539 -0.429 -4.577
C12 0.477 -1.179 -3.669
O12 -0.618 -1.017 -4.109
C13 -1.648 -1.599 -3.262
C14 -3.039 -1.116 -3.782
O13 -3.221 -1.347 -5.202
C15 -4.392 -0.655 -5.649
H15 3.614 1.466 -3.831
H16 3.715 0.564 -5.586
H17 4.725 -0.008 -4.126
H18 1.562 -0.819 -5.600
H19 1.167 0.620 -4.668
H20 0.648 -0.874 -2.591
H21 0.795 -2.279 -3.625
H22 -1.739 -1.270 -2.246
H23 -1.424 -2.746 -3.251
H24 -3.073 -0.192 -3.720
H25 -3.812 -1.657 -3.467
H26 -4.113 0.442 -5.696
H27 -5.280 -1.077 -5.110
H28 -4.393 -0.816 -6.752
C16 -2.670 3.982 4.611
O14 -3.112 3.172 3.512
C17 -3.879 2.021 3.883
C18 -4.592 1.367 2.727
O15 -3.830 1.386 1.743
C19 -4.222 0.668 0.568
C20 -3.520 1.098 -0.617
O16 -3.482 2.512 -0.620
C21 -3.048 3.067 -1.810
H29 -3.619 4.597 4.939
H30 -1.957 4.760 4.287
H31 -2.156 3.494 5.434
H32 -4.638 2.412 4.676
H33 -3.369 1.324 4.402
H34 -5.304 2.104 2.539
H35 -4.916 0.495 2.853
H36 -5.298 0.893 0.435
H37 -4.051 -0.348 0.849
H38 -3.801 0.643 -1.539
H39 -2.575 0.771 -0.766
H40 -1.942 2.963 -1.811
H41 -3.184 4.173 -1.741
H42 -3.722 2.820 -2.710
C22 -0.058 -3.772 -0.816
O17 0.903 -3.635 0.226
C23 2.032 -2.788 -0.006
C24 3.178 -3.332 0.862
O18 2.848 -3.108 2.103
C25 3.736 -3.434 3.051
C26 3.121 -3.348 4.350
O19 4.082 -3.870 5.446
C27 3.400 -4.276 6.629
H43 -0.950 -4.215 -0.549
H44 0.431 -4.105 -1.676
H45 -0.356 -2.690 -1.152
H46 1.924 -1.715 -0.049
H47 2.359 -2.967 -1.059
H48 4.080 -2.758 0.605
H49 3.109 -4.360 0.666
H50 4.678 -3.061 2.941
H51 3.922 -4.657 3.000
H52 2.425 -4.162 4.328
H53 2.559 -2.546 4.538
H54 2.830 -5.132 6.723
H55 2.827 -3.322 6.980
H56 4.270 -4.405 7.417

## Properties
* LUMO energy: -0.142 eV
* DFT total energy: -2845.6637 a.u.
* frontier orbital gap: 8.4 eV
* charge: 0


A cluster of 23 separate species, C27H57Cl44O3P2 in total at a distorted geometry, computed with ωB97M-V/def2-TZVPD.

Positions of all 133 atoms, in Å:
C1 1.781 -2.383 0.814
C2 1.864 -1.277 -0.252
P1 0.285 -0.605 -0.906
C3 -1.007 -1.838 -1.225
P2 -1.612 -2.803 0.098
O1 -3.022 -3.194 -0.114
O2 -1.554 -2.143 1.587
O3 -0.783 -4.174 0.200
C4 -0.248 0.849 0.108
C5 0.028 0.832 1.629
H1 1.678 -3.332 0.368
H2 1.029 -2.202 1.548
H3 2.726 -2.413 1.335
H4 2.397 -1.663 -1.096
H5 2.452 -0.475 0.144
H6 -1.849 -1.266 -1.500
H7 -2.203 -1.441 1.566
H8 -0.508 -4.296 -0.711
H9 -1.287 1.041 -0.041
H10 0.272 1.695 -0.285
H11 0.853 1.471 1.854
H12 0.201 -0.143 2.019
H13 -0.807 1.272 2.138
C6 -3.080 0.379 -4.192
Cl1 -2.611 0.649 -2.519
Cl2 -2.409 1.608 -5.281
H14 -2.709 -0.592 -4.494
H15 -4.159 0.411 -4.261
C7 -3.450 -5.008 2.715
Cl3 -4.626 -6.285 3.119
Cl4 -1.808 -5.461 3.181
H16 -3.467 -4.832 1.641
H17 -3.727 -4.108 3.242
C8 5.734 -2.375 -1.023
Cl5 4.256 -3.340 -1.075
Cl6 5.492 -0.809 -0.237
H18 6.485 -2.924 -0.472
H19 6.067 -2.199 -2.037
C9 -2.009 4.560 0.242
Cl7 -0.279 4.789 0.524
Cl8 -2.642 3.172 1.132
H20 -2.535 5.447 0.567
H21 -2.171 4.388 -0.814
C10 2.301 2.734 -2.896
Cl9 0.793 1.906 -3.261
Cl10 3.286 1.825 -1.728
H22 2.863 2.849 -3.812
H23 2.082 3.704 -2.466
C11 5.613 4.853 -0.651
Cl11 3.966 5.441 -0.406
Cl12 5.951 4.548 -2.361
H24 6.305 5.604 -0.293
H25 5.736 3.930 -0.100
C12 -6.712 -7.145 6.601
Cl13 -8.196 -8.097 6.446
Cl14 -6.996 -5.640 7.490
H26 -5.977 -7.730 7.142
H27 -6.350 -6.900 5.610
C13 7.973 4.832 -5.972
Cl15 6.519 3.985 -5.438
Cl16 7.835 6.580 -5.757
H28 8.815 4.475 -5.394
H29 8.122 4.632 -7.026
C14 -3.555 -3.868 7.474
Cl17 -3.484 -2.156 7.931
Cl18 -2.886 -4.157 5.868
H30 -2.984 -4.433 8.195
H31 -4.588 -4.187 7.481
C15 6.856 7.123 -9.693
Cl19 5.809 5.865 -9.016
Cl20 8.556 6.810 -9.333
H32 6.727 7.142 -10.767
H33 6.581 8.074 -9.263
C16 8.251 11.060 -10.095
Cl21 8.760 9.639 -11.024
Cl22 6.803 10.774 -9.125
H34 9.058 11.336 -9.430
H35 8.041 11.863 -10.787
C17 -0.756 -8.965 4.246
Cl23 -2.081 -8.567 5.340
Cl24 0.421 -10.054 5.000
H36 -1.164 -9.450 3.370
H37 -0.253 -8.049 3.967
C18 -5.901 3.501 -0.470
Cl25 -4.729 2.879 -1.627
Cl26 -5.996 5.279 -0.521
H38 -6.874 3.094 -0.703
H39 -5.595 3.207 0.519
C19 2.093 -6.840 -1.172
Cl27 1.170 -5.802 -2.267
Cl28 2.405 -6.041 0.369
H40 1.527 -7.743 -0.988
H41 3.041 -7.076 -1.638
C20 -3.706 -8.916 9.366
Cl29 -2.896 -10.362 8.761
Cl30 -3.728 -7.619 8.162
H42 -4.727 -9.169 9.619
H43 -3.178 -8.562 10.241
C21 7.521 7.998 -2.250
Cl31 6.217 8.460 -1.150
Cl32 8.736 7.002 -1.439
H44 7.100 7.430 -3.069
H45 8.000 8.896 -2.616
C22 -0.030 -3.629 9.524
Cl33 -1.163 -4.917 9.964
Cl34 1.638 -4.059 9.918
H46 -0.103 -3.457 8.458
H47 -0.298 -2.735 10.069
C23 3.152 4.015 -7.411
Cl35 2.651 2.524 -8.218
Cl36 2.014 4.501 -6.151
H48 4.121 3.854 -6.959
H49 3.207 4.805 -8.148
C24 -8.621 4.788 -3.306
Cl37 -8.035 3.563 -4.434
Cl38 -10.072 4.251 -2.444
H50 -7.845 4.991 -2.579
H51 -8.863 5.685 -3.860
C25 -6.009 -8.756 0.867
Cl39 -5.382 -9.962 -0.266
Cl40 -7.526 -9.284 1.611
H52 -5.278 -8.599 1.647
H53 -6.187 -7.834 0.331
C26 3.449 2.554 3.995
Cl41 1.820 3.165 4.303
Cl42 3.735 2.244 2.279
H54 4.162 3.294 4.334
H55 3.579 1.628 4.537
C27 -8.776 3.372 2.037
Cl43 -7.642 2.036 1.796
Cl44 -9.388 3.994 0.497
H56 -9.611 3.014 2.622
H57 -8.264 4.170 2.560

## Properties
* LUMO energy: 1.204 eV
* DFT total energy: -22219.8621 a.u.
* frontier orbital gap: 3.7 eV
* charge: -1


A cluster of 10 separate species, C27H57Cl4N6O11 in total at a distorted geometry, computed with ωB97M-V/def2-TZVPD.

Positions of all 105 atoms, in Å:
C1 -3.192 8.058 -16.685
C2 -2.979 8.922 -15.471
O1 -2.441 10.037 -15.480
O2 -3.169 8.323 -14.391
H1 -2.273 7.546 -16.973
H2 -3.462 8.660 -17.552
H3 -4.064 7.416 -16.563
C3 -4.083 8.871 -11.300
C4 -3.226 7.676 -11.108
O3 -2.997 7.642 -9.721
C5 -3.522 8.737 -9.136
O4 -3.634 8.906 -7.948
O5 -3.849 9.580 -10.124
H4 -5.150 8.671 -11.398
H5 -3.720 9.459 -12.143
H6 -2.327 7.824 -11.706
H7 -3.776 6.761 -11.327
C6 0.035 6.049 -17.064
C7 -0.171 5.683 -18.574
O6 -0.512 6.535 -19.420
N1 0.340 4.466 -18.936
C8 0.373 3.873 -20.252
H8 0.961 5.595 -16.711
H9 -0.739 5.525 -16.504
H10 -0.062 7.125 -16.919
H11 0.934 3.981 -18.279
H12 -0.044 2.867 -20.219
H13 1.314 3.639 -20.748
H14 -0.386 4.267 -20.927
C9 -6.666 8.803 -16.079
C10 -8.062 9.292 -15.521
O7 -8.188 10.352 -14.953
N2 -9.008 8.383 -15.742
C11 -10.432 8.558 -15.512
H15 -6.233 9.548 -16.747
H16 -6.711 8.002 -16.817
H17 -6.018 8.661 -15.214
H18 -8.785 7.420 -15.952
H19 -10.613 9.516 -15.024
H20 -10.832 7.815 -14.821
H21 -11.007 8.532 -16.437
C12 -0.425 9.935 -18.824
C13 0.581 10.686 -17.945
O8 1.492 11.255 -18.509
N3 0.403 10.634 -16.626
C14 1.287 11.313 -15.662
H22 -0.801 10.526 -19.659
H23 -1.346 9.662 -18.309
H24 0.052 9.047 -19.242
H25 -0.432 10.208 -16.250
H26 1.311 10.671 -14.782
H27 0.943 12.296 -15.337
H28 2.277 11.550 -16.052
C15 3.602 7.357 -12.450
C16 2.266 7.077 -13.144
O9 2.069 5.973 -13.633
N4 1.304 8.024 -13.220
C17 0.015 7.963 -13.856
H29 4.377 7.609 -13.174
H30 3.950 6.375 -12.130
H31 3.524 8.051 -11.613
H32 1.568 8.874 -12.745
H33 -0.587 8.722 -13.357
H34 -0.413 6.984 -13.638
H35 0.018 8.043 -14.943
C18 -0.698 7.606 -22.976
C19 -2.022 7.940 -22.373
O10 -2.905 8.318 -23.062
N5 -2.254 7.761 -21.062
C20 -3.546 7.876 -20.395
H36 -0.222 8.536 -23.288
H37 -0.923 6.892 -23.768
H38 -0.046 7.169 -22.219
H39 -1.609 7.179 -20.548
H40 -3.497 7.401 -19.416
H41 -4.224 7.333 -21.054
H42 -3.815 8.908 -20.166
C21 -2.465 4.923 -14.088
C22 -3.473 4.714 -12.880
O11 -3.116 4.202 -11.854
N6 -4.754 5.129 -12.936
C23 -5.471 5.764 -13.987
H43 -2.622 4.066 -14.744
H44 -1.422 4.751 -13.821
H45 -2.595 5.881 -14.591
H46 -5.210 4.941 -12.055
H47 -4.871 5.924 -14.883
H48 -5.994 6.660 -13.654
H49 -6.282 5.133 -14.353
Cl1 -1.490 12.024 -11.009
C24 -1.374 11.671 -12.764
C25 -1.456 12.864 -13.620
Cl2 -0.093 13.904 -13.352
H50 -2.167 11.013 -13.119
H51 -0.450 11.110 -12.903
H52 -2.404 13.396 -13.538
H53 -1.432 12.622 -14.683
Cl3 -2.749 13.760 -18.716
C26 -3.172 12.295 -17.780
C27 -4.596 12.256 -17.431
Cl4 -5.762 11.833 -18.815
H54 -2.609 12.430 -16.857
H55 -2.946 11.478 -18.465
H56 -4.988 13.193 -17.034
H57 -4.719 11.413 -16.752

## Properties
* LUMO energy: 1.899 eV
* DFT total energy: -4060.1010 a.u.
* frontier orbital gap: 8.3 eV
* charge: -1